Record 1
{
  "formula": "Br2O2S",
  "method": "ωB97M-V/def2-TZVPD",
  "lumo_energy_ev": [-3.04, -3.04],
  "energy_ev": -155010.4635,
  "e_above_lowest_kcal_mol": 91.0,
  "homo_ev": [-9.14, -9.13],
  "homo_lumo_gap_ha": [0.22407, 0.22384],
  "largest_force_ev_per_a": 2.13,
  "species": ["O", "O", "S", "Br", "Br"],
  "coordinates": [[-1.89438, -1.75723, -0.56212], [0.79459, 2.01067, 0.41348], [0.68769, 0.85608, -0.48952], [-1.65340, -0.45590, 0.43158], [2.06550, -0.65362, 0.20657]],
  "forces_ev_per_a": [[-0.1, -0.8, -0.6], [-0.1, -1.0, -1.0], [-1.3, 0.8, 1.5], [1.3, 1.4, 0.1], [0.2, -0.4, 0.0]]
}

Record 2
{
  "formula": "C5H8OS",
  "method": "ωB97M-V/def2-TZVPD",
  "lumo_energy_ev": 0.29,
  "energy_ev": -18194.5961,
  "e_above_lowest_kcal_mol": 62.4,
  "homo_ev": -8.89,
  "homo_lumo_gap_ha": 0.33744,
  "largest_force_ev_per_a": 4.19,
  "species": ["C", "C", "C", "C", "C", "O", "S", "H", "H", "H", "H", "H", "H", "H", "H"],
  "coordinates": [[-1.80710, -0.10457, 1.34217], [-1.18417, -0.43418, 0.38173], [-2.73721, 0.20608, 2.43473], [1.57029, 0.86780, -1.80944], [1.96945, -0.31915, -1.11502], [2.36516, -1.35877, -1.94055], [2.19989, -0.49329, 0.47874], [-2.51038, -0.38128, 3.36167], [-2.79150, 1.20348, 2.64899], [-3.71612, -0.22835, 2.11942], [2.20062, 0.84227, -2.75915], [0.46490, 1.02319, -1.95334], [1.95993, 1.64536, -1.27452], [2.72324, -2.04255, -1.36667], [-0.70703, -0.42605, -0.54875]],
  "forces_ev_per_a": [[-0.8, 0.1, 1.0], [0.0, 0.5, -0.3], [-0.2, -4.2, -0.2], [-0.6, -0.4, -3.4], [1.6, -3.2, 0.7], [-0.9, 1.5, 0.0], [-0.2, 0.2, 0.3], [0.2, 0.7, -0.7], [-0.2, 2.6, 0.5], [0.4, 0.8, 0.2], [-1.5, 0.2, 0.6], [1.2, -0.4, -0.1], [0.6, 2.3, 1.5], [0.0, -0.2, 0.3], [0.4, -0.5, -0.5]]
}

Record 3
{
  "formula": "C21H25N5O4",
  "method": "ωB97M-V/def2-TZVPD",
  "lumo_energy_ev": -0.01,
  "energy_ev": -37823.6934,
  "e_above_lowest_kcal_mol": 64.3,
  "homo_ev": -7.78,
  "homo_lumo_gap_ha": 0.28568,
  "largest_force_ev_per_a": 1.45,
  "species": ["C", "C", "N", "C", "N", "C", "N", "N", "C", "C", "H", "C", "H", "H", "H", "C", "O", "O", "C", "H", "H", "C", "O", "C", "C", "N", "C", "C", "H", "C", "H", "H", "H", "C", "H", "H", "C", "C", "H", "C", "H", "C", "H", "H", "O", "H", "H", "H", "C", "H", "H", "H", "H", "H", "H"],
  "coordinates": [[-4.71347, 0.36089, -2.21550], [-3.73332, 0.87799, -1.21694], [-2.51187, 1.10507, -1.63736], [-1.63477, 1.56065, -0.76007], [-0.35807, 1.85388, -0.90886], [0.03787, 2.22916, 0.31890], [-0.91175, 2.20028, 1.24560], [-1.98211, 1.78645, 0.58017], [-3.23025, 1.56861, 1.04195], [-4.13235, 1.10170, 0.12241], [-5.14887, 0.90103, 0.41905], [-3.49688, 1.85071, 2.47549], [-4.47721, 1.48780, 2.76886], [-2.72414, 1.38902, 3.08796], [-3.44066, 2.92457, 2.65223], [1.45824, 2.50211, 0.64563], [1.96059, 2.20163, 1.69817], [2.09720, 3.05715, -0.37777], [3.51571, 3.09002, -0.27825], [3.83153, 3.71425, 0.56433], [3.86836, 3.52721, -1.21475], [4.12972, 1.69041, -0.08170], [5.18327, 1.57479, 0.50756], [3.33613, 0.60338, -0.61365], [3.22941, -0.66494, -0.05753], [2.28467, -1.34961, -0.75372], [1.79693, -0.55574, -1.77232], [2.42247, 0.65132, -1.70517], [2.26181, 1.47829, -2.36523], [0.77846, -1.02036, -2.75239], [0.48361, -0.17664, -3.36883], [-0.11423, -1.40447, -2.26050], [1.18043, -1.80404, -3.39680], [1.74742, -2.62782, -0.38635], [1.19588, -3.03990, -1.23289], [2.56034, -3.31676, -0.14292], [0.77174, -2.55921, 0.80985], [-0.07918, -1.26929, 0.88953], [0.20576, -0.67961, 1.76023], [-1.52341, -1.77791, 0.99198], [-2.03543, -1.67643, 0.03385], [-1.33015, -3.25996, 1.32960], [-1.22592, -3.39276, 2.41698], [-2.12858, -3.90557, 0.96356], [-0.14090, -3.63707, 0.67746], [-2.10240, -1.26047, 1.75421], [0.06028, -0.64722, 0.00844], [1.32861, -2.68171, 1.75097], [3.94363, -1.21958, 1.11790], [4.72490, -0.52448, 1.41072], [3.26639, -1.35755, 1.96044], [4.39779, -2.18121, 0.87898], [-5.53882, 1.06208, -2.32654], [-4.22016, 0.23089, -3.17344], [-5.12428, -0.59103, -1.88349]],
  "forces_ev_per_a": [[0.0, 0.0, 0.0], [0.2, 0.0, 0.0], [-0.4, -0.3, -0.7], [0.2, 0.3, 1.1], [0.2, 0.1, -0.5], [-1.0, -0.4, -0.2], [0.7, 0.4, 1.1], [0.4, -0.2, -1.4], [-0.6, -0.2, 0.1], [0.3, 0.1, 0.3], [-0.1, 0.0, 0.1], [0.1, 0.0, 0.0], [0.0, 0.0, 0.0], [0.0, 0.0, 0.1], [0.0, 0.0, 0.0], [0.2, -0.1, 0.6], [-0.1, 0.2, -0.2], [-0.2, 0.2, -0.3], [0.6, 0.1, 0.4], [0.0, -0.1, -0.2], [-0.1, 0.0, 0.1], [-0.1, 0.3, 0.0], [0.0, 0.2, 0.0], [-0.1, -0.9, -0.1], [0.3, 0.5, 0.1], [0.3, 0.2, -0.1], [0.0, 0.3, -0.4], [0.1, -0.3, 0.1], [-0.2, 0.1, -0.1], [0.1, 0.0, 0.1], [0.0, 0.0, 0.0], [-0.1, 0.0, 0.0], [-0.1, -0.1, -0.1], [-0.3, -0.5, 0.4], [0.1, 0.0, 0.1], [0.0, 0.0, -0.1], [0.2, 0.3, 0.0], [0.0, -0.1, 0.0], [0.0, 0.0, 0.0], [0.1, -0.3, 0.0], [0.0, 0.0, 0.0], [-0.3, 0.2, 0.2], [0.0, 0.0, -0.1], [0.0, 0.0, 0.1], [0.2, -0.1, -0.2], [-0.1, 0.0, 0.0], [0.0, 0.1, 0.0], [0.0, 0.0, -0.1], [-0.1, 0.0, 0.1], [0.0, -0.1, 0.0], [0.0, -0.1, 0.1], [0.1, -0.1, 0.0], [-0.1, 0.0, 0.0], [0.0, 0.0, 0.0], [-0.1, -0.1, 0.0]]
}

Record 4
{
  "formula": "C4H3NO",
  "method": "ωB97M-V/def2-TZVPD",
  "lumo_energy_ev": 0.30,
  "energy_ev": -7731.3674,
  "e_above_lowest_kcal_mol": 31.7,
  "homo_ev": -10.71,
  "homo_lumo_gap_ha": 0.40460,
  "largest_force_ev_per_a": 1.04,
  "species": ["O", "C", "C", "C", "C", "N", "H", "H", "H"],
  "coordinates": [[1.93634, -0.23588, -0.78881], [1.33133, -0.34909, 0.47549], [-0.09260, -0.00593, 0.44602], [-1.27849, 0.19712, 0.36120], [-2.63652, -0.00285, 0.21134], [-3.71478, -0.39535, 0.05405], [1.47108, -0.82483, -1.39817], [1.85356, 0.33404, 1.14847], [1.42070, -1.36451, 0.89303]],
  "forces_ev_per_a": [[0.0, -0.2, -0.2], [0.0, 0.1, 0.3], [-0.5, 0.1, 0.0], [0.5, -0.4, 0.0], [-0.8, -0.6, -0.2], [0.7, 0.7, 0.2], [0.1, 0.1, 0.1], [0.0, -0.1, -0.1], [0.0, 0.2, -0.1]]
}

Record 5
{
  "formula": "C3H10NO4",
  "method": "ωB97M-V/def2-TZVPD",
  "lumo_energy_ev": 3.83,
  "energy_ev": -12955.1048,
  "e_above_lowest_kcal_mol": 27.9,
  "homo_ev": -4.45,
  "homo_lumo_gap_ha": 0.30453,
  "largest_force_ev_per_a": 1.14,
  "charge": -1,
  "species": ["C", "N", "C", "C", "O", "O", "H", "H", "H", "H", "H", "H", "H", "H", "O", "H", "H", "O"],
  "coordinates": [[1.73728, -0.44598, 1.11247], [0.44613, -1.06260, 0.75617], [-0.19646, -0.32210, -0.36215], [0.75711, 0.04145, -1.54877], [0.75218, 1.25352, -1.86336], [1.36468, -0.92672, -2.05210], [2.18077, -1.07563, 1.88096], [1.53854, 0.55191, 1.48941], [2.39057, -0.31737, 0.24254], [0.66128, -1.93886, 0.28800], [-0.54041, 0.62047, 0.04498], [-1.03899, -0.88639, -0.76457], [-2.09707, 0.15931, -2.29241], [-1.68047, 1.48283, -1.80696], [-2.49843, 0.98522, -1.99443], [-0.60812, 0.20090, 2.15416], [-1.98752, 0.85678, 2.08663], [-1.18107, 0.82327, 2.62942]],
  "forces_ev_per_a": [[-0.6, -0.2, -0.4], [-0.1, 0.0, -1.1], [0.7, 0.6, 0.4], [-0.5, -0.3, 0.2], [0.0, -0.1, -0.2], [0.2, 0.1, 0.0], [0.3, 0.2, 0.1], [0.0, 0.2, 0.3], [0.1, -0.2, 0.1], [0.2, -0.3, 0.4], [-0.3, 0.2, 0.0], [0.0, -0.2, 0.3], [-0.3, 0.0, -0.1], [-0.2, 0.1, 0.0], [0.5, 0.1, -0.1], [-0.1, -0.2, 0.0], [0.5, 0.0, 0.2], [-0.5, 0.1, -0.2]]
}